*w*
DFT (ωB97M-V with the def2-TZVPD basis set) results for a molecular structure, CH3Br2P.

Properties
spin multiplicity	1
lowest unoccupied orbital energy	0.21	eV
charge	0

Geometry (Å):
C1 -0.370 -0.255 -0.386
P1 0.684 -1.451 0.423
Br1 -2.274 -0.712 -0.080
Br2 2.550 -0.408 -0.120
H1 -0.078 -0.169 -1.411
H2 -0.179 1.005 0.189
H3 0.825 -0.838 1.732

=====

*x*
DFT (ωB97M-V with the def2-TZVPD basis set) results for a molecular structure, CH3Br2P.

Properties
spin multiplicity	1
lowest unoccupied orbital energy	-0.84	eV
charge	0

Geometry (Å):
C1 -0.815 0.845 0.378
P1 0.345 0.145 -0.907
Br1 -0.903 2.736 0.152
Br2 -0.068 0.524 2.507
H1 -1.800 0.613 0.457
H2 0.054 -1.194 -0.591
H3 1.538 -0.022 -0.134

=====

*y*
DFT (ωB97M-V with the def2-TZVPD basis set) results for 2 unconnected molecules or ions with the total composition CH3Br2P.

Properties
spin multiplicity	1
lowest unoccupied orbital energy	-0.38	eV
SMILES	[H]/P=C\Br.Br
charge	0

Geometry (Å):
H1 -1.391 -1.384 1.780
P1 -0.419 -1.138 0.735
C1 -1.204 -0.127 -0.341
Br1 -3.027 0.660 0.086
H2 -1.012 0.313 -1.237
Br2 3.444 0.518 0.127
H3 3.609 1.158 -1.149

=====

Most stable: *w*

=====

*w*
DFT (ωB97M-V with the def2-TZVPD basis set) results for 2 unconnected molecules or ions with the total composition C5H9N2P.

Properties
spin multiplicity	1
lowest unoccupied orbital energy (spin up / spin down)	-1.16 / -1.16	eV
charge	0

Geometry (Å):
C1 1.241 -1.036 0.170
C2 0.860 0.188 -0.150
C3 0.392 -2.237 0.346
C4 -2.427 1.774 -0.673
C5 -1.792 1.176 0.472
N1 2.599 -1.190 0.363
N2 3.250 -0.118 -0.058
P1 2.340 1.276 -0.436
H1 1.171 -2.984 0.573
H2 -0.058 -2.412 -0.640
H3 -0.262 -2.206 1.253
H4 -3.590 1.900 -0.489
H5 -2.309 1.166 -1.557
H6 -2.063 2.726 -1.000
H7 -2.106 0.311 0.904
H8 -1.438 1.975 1.057
H9 4.192 -0.308 -0.135

=====

*x*
DFT (ωB97M-V with the def2-TZVPD basis set) results for a molecular structure, C5H9N2P.

Properties
spin multiplicity	1
lowest unoccupied orbital energy	1.07	eV
charge	0

Geometry (Å):
C1 0.753 2.615 -1.178
C2 1.844 1.975 -1.761
C3 0.464 0.592 -0.273
C4 -0.929 -1.765 -0.326
C5 -0.408 -0.442 2.209
N1 0.041 1.742 -0.386
N2 1.929 0.629 -1.493
P1 0.400 -0.937 0.598
H1 0.417 3.625 -1.489
H2 2.462 2.660 -2.358
H3 -0.908 -1.586 -1.446
H4 -2.066 -1.429 -0.015
H5 -0.914 -2.765 -0.213
H6 -0.624 -1.305 2.750
H7 -1.188 0.427 2.024
H8 0.215 0.068 2.894
H9 2.759 0.137 -1.282

=====

Most stable: *x*

=====

*w*
DFT (ωB97M-V with the def2-TZVPD basis set) results for 5 unconnected molecules or ions with the total composition C5H20O5.

Properties
spin multiplicity	1
lowest unoccupied orbital energy	0.50	eV
SMILES	CO.CO.CO.CO.CO
charge	0

Geometry (Å):
C1 -3.454 0.358 1.931
O1 -2.263 -0.057 2.596
H1 -4.206 -0.440 1.948
H2 -3.883 1.186 2.492
H3 -3.250 0.638 0.899
H4 -1.751 -0.592 1.979
C2 -1.804 -2.582 -1.169
O2 -2.891 -2.013 -0.456
H5 -1.554 -1.897 -1.979
H6 -0.919 -2.721 -0.543
H7 -2.074 -3.539 -1.628
H8 -2.987 -2.453 0.393
C3 0.746 0.161 -1.542
O3 1.447 -1.021 -1.147
H9 0.045 -0.040 -2.355
H10 0.231 0.569 -0.674
H11 1.439 0.933 -1.896
H12 1.817 -1.418 -1.940
C4 2.901 3.157 -0.965
O4 3.232 2.612 -2.248
H13 2.301 4.048 -1.129
H14 2.346 2.436 -0.359
H15 3.791 3.435 -0.396
H16 4.127 2.266 -2.227
C5 1.330 -0.333 1.967
O5 0.235 -1.125 1.542
H17 2.150 -0.974 2.302
H18 1.687 0.345 1.193
H19 0.996 0.248 2.828
H20 0.216 -1.188 0.581

=====

*x*
DFT (ωB97M-V with the def2-TZVPD basis set) results for 5 unconnected molecules or ions with the total composition C5H20O5.

Properties
spin multiplicity	1
lowest unoccupied orbital energy	0.60	eV
SMILES	CO.CO.CO.CO.CO
charge	0

Geometry (Å):
C1 -1.844 0.555 -2.364
O1 -2.615 1.099 -3.435
H1 -0.857 1.018 -2.341
H2 -2.323 0.674 -1.393
H3 -1.672 -0.499 -2.605
H4 -3.541 0.994 -3.207
C2 0.071 -0.103 4.330
O2 0.350 -1.338 4.962
H5 0.555 0.122 3.373
H6 -0.993 0.022 4.113
H7 0.438 0.679 4.995
H8 0.224 -2.035 4.310
C3 2.380 -1.240 -3.133
O3 1.058 -0.756 -2.967
H9 2.619 -2.148 -2.589
H10 2.660 -1.295 -4.188
H11 3.033 -0.432 -2.775
H12 0.721 -0.271 -3.720
C4 -2.301 1.560 1.500
O4 -1.524 0.397 1.343
H13 -2.275 2.227 0.632
H14 -3.349 1.238 1.485
H15 -2.175 2.042 2.474
H16 -0.638 0.650 1.058
C5 2.287 -0.483 0.257
O5 0.923 -0.433 -0.165
H17 2.583 -1.537 0.178
H18 2.831 0.255 -0.328
H19 2.511 -0.371 1.321
H20 0.865 -0.591 -1.121

=====

Most stable: *w*

=====

*w*
DFT (ωB97M-V with the def2-TZVPD basis set) results for a gas-phase ion, C3H5Cl2N2 (charge +1).

Properties
spin multiplicity	1
lowest unoccupied orbital energy	-4.88	eV
charge	+1

Geometry (Å):
C1 0.674 -0.484 0.079
C2 1.762 -0.508 0.805
C3 -0.494 -1.109 0.476
N1 -0.586 -1.798 1.567
N2 0.604 0.339 -1.459
Cl1 3.279 0.133 0.346
Cl2 -1.889 -0.951 -0.572
H1 0.194 -1.978 2.200
H2 -1.537 -2.331 1.831
H3 1.620 0.757 -1.512
H4 -0.090 1.054 -1.304
H5 0.304 0.034 -2.480

=====

*x*
DFT (ωB97M-V with the def2-TZVPD basis set) results for a molecular structure, C3H5Cl2N2.

Properties
spin multiplicity	1
lowest unoccupied orbital energy	-4.70	eV
charge	+1

Geometry (Å):
C1 0.952 1.065 -0.728
C2 0.640 2.236 -0.817
C3 1.217 -0.252 -0.839
N1 0.433 -1.153 -0.396
N2 -1.443 -0.533 1.216
Cl1 -0.028 3.685 -0.629
Cl2 2.864 -0.453 -1.552
H1 -0.689 -0.902 0.275
H2 0.687 -2.167 -0.722
H3 -1.060 0.390 1.290
H4 -1.172 -1.187 1.956
H5 -2.399 -0.730 0.947

=====

Most stable: *x*

=====

*w*
DFT (ωB97M-V with the def2-TZVPD basis set) results for a molecular structure, C34H37N8O8Sc.

Properties
spin multiplicity	1
lowest unoccupied orbital energy	-0.60	eV
charge	0

Geometry (Å):
Sc1 0.021 -0.128 -0.678
O1 0.463 -2.114 -0.512
C1 0.657 -3.051 0.362
C2 1.076 -4.334 -0.054
C3 1.270 -5.350 0.853
C4 1.056 -5.152 2.222
C5 0.653 -3.909 2.649
C6 0.456 -2.848 1.752
C7 0.028 -1.578 2.304
N1 -0.154 -0.482 1.676
C8 -0.664 0.650 2.445
C9 -1.846 1.229 1.687
N2 -1.390 1.515 0.334
C10 -1.863 2.537 -0.265
C11 -1.461 2.958 -1.593
C12 -2.283 3.820 -2.328
C13 -1.922 4.243 -3.588
C14 -0.692 3.829 -4.110
C15 0.154 3.011 -3.391
C16 -0.214 2.539 -2.117
O2 0.585 1.763 -1.432
H1 1.235 -4.490 -1.114
H2 1.594 -6.321 0.498
H3 1.209 -5.957 2.927
H4 0.485 -3.728 3.706
H5 -0.166 -1.601 3.383
H6 -0.952 0.350 3.458
H7 0.124 1.403 2.505
H8 -2.642 0.482 1.634
H9 -2.229 2.127 2.181
H10 -2.626 3.151 0.229
H11 -3.224 4.142 -1.894
H12 -2.571 4.892 -4.160
H13 -0.392 4.164 -5.096
H14 1.111 2.698 -3.787
N3 2.012 2.176 0.898
C17 2.832 1.089 0.673
C18 4.150 1.062 1.144
C19 4.935 -0.034 0.871
C20 4.410 -1.075 0.114
C21 3.101 -0.978 -0.301
N4 2.303 0.060 -0.003
H15 2.507 3.003 1.192
H16 1.373 2.334 0.117
H17 4.537 1.908 1.697
H18 5.958 -0.069 1.224
H19 4.998 -1.942 -0.149
H20 2.639 -1.750 -0.900
C22 -2.370 -4.333 -1.083
C23 -3.458 -3.668 -0.244
N5 -4.001 -2.453 -0.841
C24 -5.290 -2.560 -1.514
C25 -5.211 -3.202 -2.894
C26 -3.238 -1.326 -0.888
C27 -3.760 -0.162 -1.684
N6 -2.112 -1.199 -0.272
H21 -1.938 -5.175 -0.541
H22 -1.565 -3.636 -1.318
H23 -2.778 -4.701 -2.025
H24 -3.081 -3.442 0.759
H25 -4.292 -4.355 -0.101
H26 -5.736 -1.571 -1.586
H27 -5.951 -3.143 -0.869
H28 -4.539 -2.641 -3.546
H29 -6.198 -3.225 -3.358
H30 -4.845 -4.227 -2.832
H31 -4.617 0.290 -1.180
H32 -4.081 -0.464 -2.681
H33 -2.973 0.574 -1.790
H34 -1.860 -2.032 0.248
O3 1.229 -0.605 -2.898
C28 0.081 -0.473 -3.340
O4 -0.936 -0.319 -2.589
C29 -0.165 -0.461 -4.824
C30 0.892 -0.645 -5.703
C31 0.635 -0.607 -7.061
C32 -0.627 -0.396 -7.581
C33 -1.650 -0.219 -6.670
C34 -1.447 -0.244 -5.304
N7 -3.018 0.001 -7.181
O5 -3.164 0.070 -8.383
O6 -3.916 0.067 -6.366
N8 1.755 -0.800 -8.007
O7 1.495 -0.783 -9.192
O8 2.858 -0.982 -7.537
H35 1.889 -0.807 -5.322
H36 -0.804 -0.370 -8.645
H37 -2.263 -0.088 -4.615

=====

*x*
DFT (ωB97M-V with the def2-TZVPD basis set) results for a molecular structure, C34H37N8O8Sc.

Properties
spin multiplicity	1
lowest unoccupied orbital energy	-0.60	eV
charge	0

Geometry (Å):
Sc1 -0.010 -0.145 -0.335
O1 1.595 -0.936 0.679
C1 1.773 -2.064 1.314
C2 2.911 -2.853 1.048
C3 3.105 -4.058 1.686
C4 2.199 -4.528 2.644
C5 1.100 -3.754 2.944
C6 0.860 -2.546 2.279
C7 -0.265 -1.716 2.667
N1 -0.743 -0.796 1.929
C8 -1.580 0.215 2.540
C9 -0.675 1.438 2.623
N2 -0.178 1.699 1.271
C10 0.163 2.899 0.998
C11 0.443 3.399 -0.335
C12 1.038 4.658 -0.494
C13 1.167 5.233 -1.739
C14 0.626 4.563 -2.844
C15 0.005 3.340 -2.709
C16 -0.069 2.701 -1.453
O2 -0.612 1.528 -1.331
H1 3.613 -2.490 0.308
H2 3.979 -4.651 1.440
H3 2.369 -5.469 3.149
H4 0.396 -4.079 3.705
H5 -0.665 -1.863 3.678
H6 -1.938 -0.077 3.532
H7 -2.435 0.423 1.894
H8 0.160 1.207 3.289
H9 -1.211 2.304 3.017
H10 0.181 3.647 1.797
H11 1.398 5.180 0.387
H12 1.641 6.199 -1.856
H13 0.681 5.020 -3.826
H14 -0.441 2.838 -3.558
N3 -1.317 -3.665 0.030
C17 -0.163 -3.764 -0.709
C18 0.378 -5.037 -0.964
C19 1.489 -5.144 -1.758
C20 2.054 -3.987 -2.295
C21 1.471 -2.784 -1.978
N4 0.388 -2.646 -1.197
H15 -1.483 -4.407 0.687
H16 -1.581 -2.741 0.343
H17 -0.098 -5.911 -0.536
H18 1.918 -6.117 -1.963
H19 2.929 -4.018 -2.929
H20 1.896 -1.858 -2.338
C22 4.809 1.156 -4.958
C23 3.730 2.007 -4.305
N5 3.351 1.543 -2.974
C24 4.244 1.877 -1.869
C25 5.145 0.734 -1.408
C26 2.205 0.863 -2.727
C27 1.254 0.607 -3.860
N6 1.887 0.411 -1.555
H21 5.028 1.522 -5.964
H22 4.490 0.115 -5.035
H23 5.738 1.184 -4.385
H24 2.847 2.042 -4.935
H25 4.071 3.040 -4.208
H26 3.639 2.259 -1.041
H27 4.859 2.714 -2.202
H28 4.577 -0.132 -1.065
H29 5.776 1.067 -0.581
H30 5.796 0.403 -2.218
H31 0.957 1.535 -4.348
H32 0.363 0.117 -3.481
H33 1.725 -0.030 -4.614
H34 2.605 0.539 -0.852
O3 -1.446 -0.947 -2.638
C28 -2.226 -1.165 -1.718
O4 -1.973 -0.897 -0.481
C29 -3.549 -1.825 -1.998
C30 -3.855 -2.178 -3.305
C31 -5.058 -2.808 -3.554
C32 -5.973 -3.106 -2.565
C33 -5.627 -2.737 -1.282
C34 -4.440 -2.102 -0.973
N7 -6.575 -3.046 -0.184
O5 -7.635 -3.556 -0.485
O6 -6.237 -2.755 0.947
N8 -5.388 -3.192 -4.949
O7 -6.440 -3.773 -5.134
O8 -4.575 -2.926 -5.811
H35 -3.158 -1.964 -4.100
H36 -6.905 -3.601 -2.784
H37 -4.208 -1.832 0.045

=====

Most stable: *w*

=====

*w*
DFT (ωB97M-V with the def2-TZVPD basis set) results for a molecular structure, C6H12NO.

Properties
spin multiplicity	2
lowest unoccupied orbital energy (spin up / spin down)	7.20 / 6.95	eV
charge	-2

Geometry (Å):
C1 -2.768 0.781 0.874
O1 -3.916 1.458 0.610
C2 -1.486 1.452 0.361
C3 -0.180 0.754 0.722
C4 0.312 -0.278 -0.290
N1 3.115 -0.872 -1.793
C5 2.419 -1.634 -0.688
C6 1.416 -1.188 0.163
H1 -2.740 -0.239 0.420
H2 -2.598 0.619 1.971
H3 -1.576 1.471 -0.725
H4 -1.458 2.487 0.739
H5 0.612 1.494 0.891
H6 -0.287 0.230 1.686
H7 -0.585 -0.869 -0.554
H8 0.587 0.241 -1.215
H9 2.750 0.087 -1.763
H10 2.196 -1.676 -2.004
H11 3.073 -2.414 -0.333
H12 1.113 -1.905 0.928

=====

*x*
DFT (ωB97M-V with the def2-TZVPD basis set) results for a molecular structure, C6H12NO.

Properties
spin multiplicity	2
lowest unoccupied orbital energy (spin up / spin down)	7.11 / 7.03	eV
charge	-2

Geometry (Å):
C1 -2.229 -0.342 -0.673
O1 -3.301 -0.104 0.111
C2 -0.836 1.132 0.816
C3 -0.890 -0.245 0.061
C4 0.465 -0.684 -0.662
N1 2.894 -0.704 0.979
C5 2.708 0.280 0.033
C6 1.417 0.492 -0.768
H1 -2.257 -1.376 -1.119
H2 -2.157 0.290 -1.645
H3 -0.675 1.943 0.107
H4 -1.848 1.305 1.168
H5 -0.983 -1.113 0.793
H6 0.082 1.217 1.500
H7 0.062 -1.060 -1.654
H8 0.967 -1.447 -0.123
H9 2.692 -0.345 1.945
H10 3.653 0.590 -0.282
H11 1.544 0.763 0.404
H12 1.263 1.187 -1.684

=====

Most stable: *w*

=====

*w*
DFT (ωB97M-V with the def2-TZVPD basis set) results for 4 unconnected molecules or ions with the total composition C2H10O4.

Properties
spin multiplicity	1
lowest unoccupied orbital energy	0.54	eV
SMILES	CC=O.O.O.O
charge	0

Geometry (Å):
C1 -2.043 -1.320 -0.523
C2 -0.637 -2.089 -0.455
O1 0.000 -2.187 0.595
H1 -2.895 -2.065 -0.532
H2 -1.858 -0.729 0.413
H3 -2.090 -0.759 -1.463
H4 -0.293 -2.429 -1.481
O2 2.939 -0.585 0.337
H5 2.231 -0.881 0.954
H6 3.577 -1.084 0.795
O3 0.881 1.850 0.007
H7 1.772 1.522 -0.360
H8 0.987 1.752 0.994
O4 -1.710 3.236 -0.101
H9 -1.058 2.621 0.034
H10 -1.178 3.986 -0.189

=====

*x*
DFT (ωB97M-V with the def2-TZVPD basis set) results for 4 unconnected molecules or ions with the total composition C2H10O4.

Properties
spin multiplicity	1
lowest unoccupied orbital energy	0.79	eV
SMILES	CC=O.O.O.O
charge	0

Geometry (Å):
C1 1.463 -1.051 1.218
C2 1.665 0.023 0.193
O1 1.193 1.128 0.268
H1 1.731 -2.025 0.807
H2 0.419 -1.012 1.542
H3 2.113 -0.804 2.070
H4 2.307 -0.223 -0.672
O2 -1.495 2.296 0.170
H5 -0.531 2.166 0.232
H6 -1.714 2.780 0.972
O3 -0.345 -0.965 -2.361
H7 -0.696 -0.695 -1.496
H8 0.319 -0.291 -2.543
O4 -1.895 -0.599 0.091
H9 -2.474 -1.083 -0.504
H10 -2.059 0.352 0.012

=====

Most stable: *x*